C5H39N2O14 | ωB97M-V/def2-TZVPD

Each line ends with the Löwdin charge.
CARTESIAN COORDINATES (ANGSTROEM)
O: 0.144 -0.325 -2.164  0.05
C: -0.633 0.219 -1.421  -0.20
C: -0.310 0.191 0.097  -0.32
C: 1.168 0.579 0.371  -0.16
C: 1.715 0.141 1.772  -0.14
C: 1.657 1.273 2.811  -0.15
N: 0.357 1.996 2.751  0.15
N: -1.274 0.992 0.849  0.04
H: -1.518 0.781 -1.678  0.12
H: -0.331 -0.838 0.537  0.13
H: 1.267 1.693 0.311  0.12
H: 1.762 0.078 -0.390  0.10
H: 1.197 -0.797 1.954  0.11
H: 2.738 -0.174 1.402  0.13
H: 2.502 1.941 2.763  0.13
H: 1.717 0.794 3.806  0.13
H: 0.512 2.663 1.976  0.09
H: -0.451 1.348 2.541  0.10
H: -2.142 0.431 0.790  0.06
H: 0.277 2.600 3.570  0.17
H: -1.742 1.700 0.285  0.10
H: -2.259 0.717 4.406  0.06
H: -1.730 -0.703 4.109  0.06
O: -1.553 0.230 3.973  -0.04
H: 3.677 -1.658 -3.031  0.06
H: 4.129 -3.039 -3.753  0.05
O: 3.413 -2.455 -3.512  -0.04
H: 1.016 -3.652 -3.530  0.06
H: 1.843 -3.148 -2.257  0.03
O: 1.027 -3.534 -2.580  -0.05
H: -0.996 -2.550 -2.524  0.01
H: -2.281 -2.813 -3.221  0.06
O: -1.948 -2.636 -2.335  -0.04
H: -2.976 -1.260 -0.278  0.00
H: -4.090 -0.518 0.399  0.04
O: -3.510 -0.451 -0.378  -0.08
H: -6.525 0.901 0.030  0.04
H: -6.007 -0.308 -0.700  0.03
O: -6.393 -0.046 0.144  -0.06
H: -0.159 5.335 1.236  0.04
H: -0.104 4.499 0.015  -0.01
O: 0.145 4.454 0.993  -0.11
H: 6.062 2.320 -0.811  0.04
H: 4.720 1.580 -0.646  0.01
O: 5.367 1.859 -1.297  -0.06
H: -0.175 4.013 -1.997  0.02
H: -0.449 5.547 -1.986  0.09
O: -0.600 4.737 -1.471  -0.06
H: 1.576 2.637 -2.193  0.07
H: 0.623 2.177 -3.400  0.08
O: 0.699 2.675 -2.585  -0.02
H: -2.536 -3.355 1.518  0.07
H: -2.363 -3.023 -0.048  0.02
O: -2.601 -2.687 0.828  -0.05
H: 1.531 -3.892 1.105  -0.03
H: 1.778 -4.910 2.260  0.02
O: 2.221 -4.307 1.663  -0.09
H: 0.193 -2.586 -0.276  0.02
H: 0.359 -3.942 -0.831  0.04
O: 0.264 -3.499 0.029  -0.05

As for the HOMO energy: -12.5 eV. The charge is +1.


C5H39N3O12 | ωB97M-V/def2-TZVPD

Each line ends with the Löwdin charge.
CARTESIAN COORDINATES (ANGSTROEM)
C: 1.103 -0.886 2.210  -0.02
C: 0.188 -0.245 1.136  -0.30
C: 0.878 -0.217 -0.258  -0.13
C: 1.868 0.878 -0.544  -0.14
N: 0.669 4.062 -1.759  0.18
C: 0.857 2.735 -1.800  -0.07
N: 1.465 2.298 -0.678  0.07
N: -1.053 -1.021 1.035  0.16
H: 2.060 -0.427 2.311  0.05
H: 0.604 -0.616 3.158  0.09
H: 1.106 -1.984 2.367  0.09
H: -0.161 0.757 1.470  0.13
H: 1.409 -1.151 -0.454  0.09
H: 0.029 -0.272 -0.925  0.08
H: 2.591 0.915 0.329  0.11
H: 2.503 0.570 -1.360  0.13
H: 0.831 4.581 -0.912  0.13
H: 0.385 4.550 -2.588  0.13
H: 0.577 2.069 -2.626  0.13
H: 1.335 2.891 0.159  0.12
H: -0.845 -2.070 1.024  0.13
H: -1.723 -0.649 0.332  0.08
H: -1.646 -1.172 1.871  0.12
H: -1.078 -4.209 2.788  0.08
H: -1.510 -4.040 1.311  0.06
O: -0.985 -3.636 2.019  -0.04
H: 4.411 -2.287 0.261  0.07
H: 3.612 -0.971 0.363  -0.01
O: 3.852 -1.685 -0.256  -0.06
H: -2.690 3.451 0.029  0.02
H: -1.858 3.934 1.183  0.04
O: -1.817 3.813 0.231  -0.06
H: 2.225 -3.073 -0.539  0.02
H: 1.873 -4.432 -1.250  0.07
O: 1.549 -3.548 -1.048  -0.06
H: -1.636 -2.437 -1.863  0.03
H: -2.852 -3.421 -1.614  0.08
O: -2.280 -2.757 -1.211  -0.04
H: -4.517 2.247 -1.515  0.08
H: -3.315 3.032 -2.089  0.07
O: -3.567 2.392 -1.415  -0.04
H: 4.610 0.330 2.453  0.07
H: 5.172 0.851 1.160  0.08
O: 4.366 0.455 1.527  -0.06
H: 0.966 -2.675 -2.717  0.04
H: -0.027 -2.422 -3.844  0.08
O: 0.284 -2.047 -3.005  -0.06
H: -0.262 3.730 1.614  0.03
H: 0.337 2.850 2.653  0.09
O: 0.194 2.891 1.696  -0.05
H: -2.627 -1.186 4.079  0.05
H: -3.541 -0.208 3.253  0.06
O: -2.660 -0.339 3.619  -0.04
H: -3.131 -1.072 -1.136  0.05
H: -3.091 0.421 -0.937  0.02
O: -3.176 -0.399 -0.418  -0.06
H: -1.352 0.658 -2.778  0.06
H: -0.106 -0.306 -3.285  0.04
O: -0.399 0.501 -2.815  -0.08

As for the HOMO energy: -15.8 eV. The charge is +2.


Relative energy (zero: lowest compared OMol25 entry of this formula, charge and spin) (kcal/mol)
81.0, 60.9
Frontier orbital gap (Eh)
0.37029, 0.40451
E_tot (eV)
-37457.43854, -34845.56369